No. 1
Computed, not measured: 2 unconnected molecules or ions with the total composition C34H36NO2 at a distorted geometry, with wB97M-V/def2-TZVPD.

Geometry as XYZ:
```
73
Properties=species:S:1:pos:R:3:forces:R:3:lowdin_charge:R:1
C 5.11995 1.83490 1.96313 0.316 0.003 0.009 -0.031
O 4.97210 0.39614 1.99347 -1.814 -0.389 -0.216 -0.032
C 3.71013 -0.10031 2.00166 0.781 0.572 0.711 -0.208
C 3.56765 -1.51053 2.09948 0.070 0.251 -0.174 0.043
C 2.33378 -2.07276 2.29596 0.596 -0.201 0.130 0.013
C 1.17749 -1.24978 2.53341 -0.839 -0.328 0.761 -0.171
C 0.01012 -1.68069 3.25766 0.173 1.399 -5.289 0.098
C -1.18146 -0.84885 3.11163 0.123 0.696 1.433 -0.231
C -2.36747 -1.42507 2.60139 -0.262 -0.186 0.411 0.054
C -3.50888 -0.65783 2.52450 0.569 0.897 0.103 -0.138
C -3.47916 0.70597 2.90248 -0.070 0.058 -0.071 -0.188
O -4.65385 1.36802 2.69278 0.915 -1.239 0.008 0.011
C -5.56817 0.40813 2.04771 -0.209 0.474 -0.264 -0.096
C -4.88165 -0.96310 2.04271 -0.451 -0.442 -0.074 -0.088
C -2.32450 1.29117 3.44487 -0.978 0.081 -0.133 0.041
C -1.20970 0.49960 3.59301 0.338 -0.650 -0.778 -0.053
C 1.31686 0.11672 2.13310 0.331 0.742 0.290 0.024
C 2.54851 0.70402 1.96408 0.261 0.062 -0.210 0.022
H 6.19731 1.99170 2.06815 -0.338 0.057 -0.018 0.106
H 4.77510 2.25826 1.00987 0.074 -0.249 0.212 0.107
H 4.58239 2.30368 2.79741 0.187 -0.186 -0.152 0.102
H 4.49130 -2.07862 2.05915 -0.256 -0.204 -0.210 0.137
H 2.26520 -3.16310 2.25738 -0.132 0.562 0.348 0.121
H -0.15105 -2.73970 3.36876 0.130 0.106 0.496 0.104
H -2.39104 -2.47192 2.27792 0.083 0.370 0.168 0.146
H -6.50525 0.42443 2.61286 0.261 0.028 -0.135 0.130
H -5.75345 0.76359 1.02335 0.054 0.041 0.408 0.131
H -4.86618 -1.41404 1.04742 -0.120 0.050 0.099 0.130
H -5.40047 -1.65165 2.71985 0.162 0.017 -0.129 0.132
H -2.35279 2.33136 3.74827 0.095 -0.116 0.072 0.131
H -0.32101 0.91371 4.06904 -0.284 -0.122 -0.202 0.116
H 0.46555 0.77934 1.99635 0.039 -0.409 0.224 0.123
H 2.63214 1.78396 1.82288 -0.154 -0.482 -0.189 0.120
C 4.21511 -8.68866 4.12363 -0.536 -0.182 0.291 -0.078
C 3.04027 -8.98883 4.79698 0.640 -0.215 -0.253 -0.031
C 2.06484 -8.00126 5.07064 0.124 0.918 -0.324 -0.162
C 0.84630 -8.30662 5.72584 -0.710 0.539 0.271 -0.027
C -0.11357 -7.32391 5.95993 1.098 -0.895 -0.275 -0.057
C 0.13095 -6.00950 5.53330 0.173 0.053 -0.277 -0.050
C 1.31561 -5.65674 4.90602 -0.307 0.045 -0.070 -0.144
C 1.46528 -4.21870 4.41731 0.064 -0.208 -0.264 -0.106
C 1.35640 -3.23042 5.58080 0.030 -0.440 0.129 -0.318
C 1.91460 -1.82111 5.67268 0.456 0.271 0.063 -0.090
C 1.21929 -1.20955 6.91710 -0.826 -0.294 -0.014 -0.241
C -0.22488 -0.81620 6.51189 0.258 0.474 0.309 -0.118
C -0.90562 -2.05666 5.96124 -0.154 -0.589 -0.351 -0.185
N -0.03821 -3.23818 5.99776 -0.952 -0.872 4.208 -0.108
C 0.12006 -3.40862 7.58270 -0.543 -0.166 -2.345 -0.110
C 1.05983 -2.30525 8.03014 0.512 0.909 0.362 -0.135
C 2.31961 -6.64118 4.64290 -0.277 -0.537 0.376 -0.103
C 3.54202 -6.36255 3.97559 0.580 -0.712 -0.215 -0.030
C 4.46650 -7.36820 3.70215 -0.699 0.874 0.237 -0.077
H 4.95462 -9.46094 3.91277 -0.268 0.122 0.105 0.106
H 2.84580 -10.01205 5.13102 0.089 0.316 -0.133 0.117
H 0.67190 -9.33367 6.03838 0.008 0.144 -0.033 0.111
H -1.04702 -7.55673 6.45948 0.096 -0.095 -0.053 0.103
H -0.62457 -5.23492 5.68748 0.357 -0.459 -0.117 0.106
H 2.40505 -4.07500 3.89505 0.013 -0.173 0.055 0.069
H 0.63694 -4.07923 3.70314 0.625 -0.167 0.199 0.103
H 1.94345 -3.72720 6.37516 -0.416 -0.101 -0.335 0.144
H 2.99256 -1.88729 5.84728 0.031 0.124 -0.152 0.128
H 1.75755 -1.22878 4.76620 0.067 0.200 0.555 0.085
H 1.76155 -0.33897 7.29714 -0.029 -0.195 -0.033 0.139
H -0.79301 -0.50006 7.39014 0.229 0.292 0.032 0.120
H -0.26572 0.00775 5.78477 0.266 -0.211 0.399 0.083
H -1.78095 -2.31494 6.58187 0.315 0.064 -0.350 0.128
H -1.31170 -1.93336 4.96732 -0.069 0.098 0.260 0.070
H -0.88008 -3.30632 8.00886 0.161 -0.150 0.028 0.112
H 0.51247 -4.41019 7.77858 -0.115 0.140 -0.039 0.115
H 2.03959 -2.71974 8.28813 -0.062 0.158 0.072 0.117
H 0.64182 -1.84596 8.93704 0.323 0.045 -0.169 0.121
H 3.76722 -5.34624 3.66273 0.021 -0.244 0.023 0.089
H 5.38167 -7.11546 3.16507 -0.223 -0.143 0.189 0.103
```
Positions in Å, forces in eV/Å.

F_max: 5.47 eV Å⁻¹
E_HOMO: -9.8 eV
E_tot: -1522.069551 Eh
Orbital gap: 4.3690 eV
Total charge: +1
Multiplicity: 1
Energy above the lowest of the compared OMol25 structures with the same formula, charge and spin: 189.2 kJ/mol



No. 2
Computed, not measured: a molecular structure, C34H37AsBrCoN5O3, with wB97M-V/def2-TZVPD.

Geometry as XYZ:
```
82
Properties=species:S:1:pos:R:3:forces:R:3:lowdin_charge:R:1
Co -0.07167 0.14902 -0.33503 -0.339 0.104 -0.620 0.535
C 3.51016 -0.34935 1.71802 -0.026 -0.021 0.006 -0.016
C 2.40303 -0.22084 0.72930 0.272 -0.184 -0.434 -0.239
N 1.25395 0.29406 0.97137 -0.221 0.419 0.356 -0.047
N 0.87750 0.76300 2.19643 -0.274 -0.074 -0.350 0.102
C -0.41504 1.09895 2.10088 0.362 0.109 0.453 -0.460
O -1.11053 1.03524 1.04314 -0.238 -0.349 -0.065 -0.100
C -1.08119 1.54189 3.35817 0.126 -0.072 -0.128 -0.157
C -2.44852 1.78759 3.34902 -0.066 0.023 0.046 -0.024
C -3.10008 2.13644 4.52332 0.036 -0.016 -0.020 -0.078
C -2.38541 2.23885 5.70920 -0.005 0.009 -0.006 -0.089
C -1.01709 1.99716 5.72018 -0.007 -0.020 -0.063 -0.082
C -0.36565 1.64748 4.54742 -0.009 0.040 0.083 -0.037
C 2.53049 -0.64589 -0.68983 0.113 0.188 0.588 -0.191
C 3.68830 -1.14559 -1.24913 0.199 -0.067 -0.215 0.001
C 3.70498 -1.42220 -2.61307 0.126 -0.002 0.176 -0.043
C 2.57573 -1.18120 -3.37048 -0.158 0.057 -0.026 -0.032
C 1.43810 -0.70371 -2.73221 0.010 -0.142 -0.073 -0.082
N 1.41969 -0.46704 -1.42766 -0.204 -0.186 0.084 0.050
H 3.15125 -0.03698 2.69409 0.003 0.012 0.023 0.070
H 4.35799 0.27925 1.43466 -0.008 -0.001 0.001 0.090
H 3.86587 -1.38010 1.77993 -0.021 0.002 -0.017 0.087
H -2.98748 1.69239 2.41638 -0.011 -0.008 0.003 0.114
H -4.16639 2.32181 4.51515 -0.001 0.004 -0.001 0.101
H -2.89437 2.50667 6.62651 -0.003 -0.003 -0.002 0.100
H -0.46036 2.07396 6.64522 0.002 0.008 -0.003 0.101
H 0.69642 1.44777 4.53825 -0.002 -0.009 0.009 0.104
H 4.55946 -1.30478 -0.62892 0.017 0.006 -0.046 0.113
H 4.60151 -1.81257 -3.07696 0.002 0.006 0.011 0.112
H 2.55750 -1.36050 -4.43565 -0.005 -0.007 0.005 0.113
H 0.51575 -0.50745 -3.26582 -0.012 -0.005 0.002 0.124
Br -4.94483 -1.74732 -3.51412 0.000 0.058 0.005 0.777
C -3.48046 -2.94607 -3.40578 -0.059 -0.038 0.045 -0.607
C -3.71374 -4.25532 -3.79880 0.029 -0.087 -0.008 -0.135
C -2.70333 -5.19996 -3.69598 -0.036 0.043 -0.004 -0.085
C -1.46951 -4.83552 -3.17854 -0.009 0.065 0.035 -0.076
C -1.26000 -3.52600 -2.77437 0.043 -0.034 -0.092 -0.043
C -2.25088 -2.55435 -2.89259 0.011 -0.008 -0.010 -0.161
C -1.91044 -1.12715 -2.50387 -0.141 0.065 0.020 -0.642
O -2.17428 -0.22021 -3.28792 0.118 0.093 -0.075 0.001
O -1.33343 -1.03001 -1.37029 0.090 0.074 0.290 -0.119
H -4.68763 -4.53095 -4.17879 -0.001 0.000 -0.001 0.094
H -2.88708 -6.21761 -4.01529 -0.007 -0.001 0.013 0.103
H -0.67920 -5.56846 -3.07954 0.010 0.011 -0.010 0.104
H -0.30413 -3.23204 -2.35889 -0.009 0.017 -0.089 0.098
C -2.11527 -2.20547 4.38372 0.042 -0.006 0.024 -0.177
C -1.43241 -3.11376 3.36387 -0.049 0.021 0.133 -0.453
As -1.26823 -2.24231 1.61578 0.153 -0.013 -0.108 1.257
C -3.15511 -2.26739 1.06779 -0.071 -0.042 -0.046 -0.414
C -3.92806 -3.58138 1.03829 0.004 0.053 -0.002 -0.154
C -0.37624 -3.70624 0.64490 -0.004 -0.052 -0.075 -0.431
C -0.83999 -5.15272 0.78573 0.044 0.033 -0.017 -0.160
H -2.20015 -2.69499 5.35613 0.000 0.010 0.005 0.066
H -3.12470 -1.93728 4.06502 -0.003 -0.011 -0.001 0.058
H -1.56145 -1.27362 4.52438 -0.010 -0.023 -0.021 0.053
H -1.97252 -4.05546 3.26064 -0.022 -0.022 0.026 0.045
H -0.41632 -3.35863 3.68310 -0.003 0.000 0.023 0.063
H -3.17499 -1.78557 0.09002 0.009 0.000 0.018 0.040
H -3.62492 -1.56700 1.76432 -0.017 0.019 -0.012 0.052
H -3.58706 -4.22260 0.22728 0.006 -0.008 -0.033 0.049
H -4.99154 -3.39262 0.87336 -0.001 0.003 0.003 0.068
H -3.83867 -4.14061 1.97136 0.024 -0.004 0.009 0.058
H 0.66278 -3.61916 0.98031 0.014 0.000 -0.008 0.052
H -0.38968 -3.39398 -0.40039 0.005 -0.023 0.150 0.010
H -0.91686 -5.46090 1.82900 0.000 0.012 0.016 0.055
H -0.12800 -5.82692 0.30230 -0.001 -0.010 -0.002 0.065
H -1.80747 -5.31617 0.31725 -0.029 0.001 -0.006 0.046
N -1.81376 2.95627 -2.93882 0.035 -0.049 -0.031 0.147
C -1.68262 2.14239 -1.86424 -0.022 0.115 -0.018 -0.140
N -0.44121 1.87329 -1.57877 0.311 0.039 -0.038 0.092
C 0.31313 2.52781 -2.54777 0.040 -0.084 0.136 -0.211
C 1.69374 2.60448 -2.71554 0.035 -0.010 -0.024 -0.022
C 2.17414 3.34159 -3.78148 -0.053 -0.009 0.005 -0.090
C 1.30350 3.99749 -4.66571 -0.016 -0.013 0.035 -0.095
C -0.06816 3.94264 -4.50010 0.036 -0.018 -0.022 -0.017
C -0.54007 3.19775 -3.42637 -0.159 0.064 0.002 -0.185
H -2.68384 3.16678 -3.39516 0.027 -0.007 0.016 0.163
H -2.52701 1.77738 -1.30502 -0.027 -0.071 -0.031 0.145
H 2.36201 2.10383 -2.02612 0.004 0.023 -0.002 0.107
H 3.24190 3.42081 -3.93808 0.001 0.000 -0.002 0.099
H 1.71511 4.56600 -5.48898 0.003 -0.005 -0.006 0.099
H -0.73766 4.45393 -5.17901 -0.003 0.010 0.008 0.109
```
Positions in Å, forces in eV/Å.

F_max: 0.71 eV Å⁻¹
E_HOMO (alpha / beta): -7.7 / -7.9 eV
E_tot: -8009.949201 Eh
Orbital gap (alpha / beta): 7.2700 / 7.3967 eV
Multiplicity: 2
Energy above the lowest of the compared OMol25 structures with the same formula, charge and spin: 18.5 kJ/mol



- Which formula does entry 2 have?
  C34H37AsBrCoN5O3



- Among the records above, which one has the highest E_tot?
  C34H36NO2